#a
DFT (the ωB97M-V functional and the def2-TZVPD basis) results for a 14-piece molecular cluster, H29O14 overall.

Last columns: bonded neighbours and bond lengths (Å).
Geometry (Å):
1 O -0.744 -0.708 1.049  H25 1.045, H26 1.049
2 H -2.431 1.475 0.760  O27 0.995
3 O 2.578 2.712 1.976  H20 0.979, H37 0.910
4 H 2.782 2.860 -0.254  O9 1.071
5 H -2.352 -2.349 3.823  O39 1.011
6 O 1.696 -1.954 2.657  H8 0.974, H29 0.953
7 H -1.548 -3.051 -3.964  O30 0.882
8 H 1.881 -2.891 2.465  O6 0.974
9 O 1.997 2.898 -0.982  H4 1.071, H11 1.036
10 H 1.860 0.997 -1.419  O24 0.960
11 H 2.306 3.518 -1.753  O9 1.036
12 O 0.180 -0.861 -3.251  H13 0.969, H14 0.983
13 H 0.989 -0.402 -2.976  O12 0.969
14 H 0.533 -1.366 -4.017  O12 0.983
15 O 0.264 4.100 2.083  H23 0.954, H31 0.971
16 H -1.165 -1.087 4.140  O39 1.023
17 H -1.678 -2.148 -2.632  O30 1.007
18 O -0.771 -3.112 -0.459  H19 1.040, H43 0.909
19 H -0.487 -3.411 -1.415  O18 1.040
20 H 3.228 3.368 2.301  O3 0.979
21 O -1.673 -0.311 -1.153  H22 1.103, H40 1.202, H41 1.085
22 H -1.862 -1.260 -0.623  O21 1.103
23 H -0.139 3.328 1.695  O15 0.954
24 O 1.083 0.510 -1.135  H10 0.960, H34 1.042
25 H -0.863 -1.681 0.686  O1 1.045
26 H -0.031 -1.156 1.675  O1 1.049
27 O -1.597 1.699 0.267  H2 0.995, H42 1.098
28 H 3.118 -3.848 -0.541  O36 1.094
29 H 1.927 -1.827 3.573  O6 0.953
30 O -1.264 -2.913 -3.140  H7 0.882, H17 1.007
31 H 0.530 4.800 1.465  O15 0.971
32 H -4.421 2.556 -1.240  O33 0.989
33 O -3.509 2.770 -0.924  H32 0.989, H35 1.004
34 H 0.801 0.769 -0.166  O24 1.042
35 H -2.981 3.068 -1.724  O33 1.004
36 O 3.602 -2.878 -0.387  H28 1.094, H38 1.038
37 H 1.972 3.237 1.548  O3 0.910
38 H 3.155 -2.545 0.489  O36 1.038
39 O -2.115 -1.454 4.231  H5 1.011, H16 1.023
40 H -1.277 0.700 -0.638  O21 1.202
41 H -0.683 -0.305 -1.596  O21 1.085
42 H -2.239 1.983 -0.578  O27 1.098
43 H -0.652 -3.831 0.083  O18 0.909

Computed properties:
E_LUMO: -0.1077 Eh
Total charge: +1
Frontier orbital gap: 10.5 eV



#b
DFT (the ωB97M-V functional and the def2-TZVPD basis) results for a 14-piece molecular cluster, H29O14 overall.

Last columns: bonded neighbours and bond lengths (Å).
Geometry (Å):
1 O -0.456 1.706 0.970  H26 0.991, H42 0.884
2 H 0.516 -1.938 0.445  O27 1.043
3 O -1.468 4.108 -0.962  H20 1.068, H37 0.962
4 H -2.036 0.242 -0.175  O9 0.943
5 H 2.048 -1.530 -1.801  O39 0.905
6 O 3.704 0.664 3.933  H8 0.946, H29 1.029
7 H -4.121 -2.208 0.490  O30 0.929
8 H 3.395 1.336 3.344  O6 0.946
9 O -2.258 0.581 -1.027  H4 0.943, H11 1.006
10 H -0.578 0.726 -1.715  O24 0.977
11 H -3.252 0.691 -1.134  O9 1.006
12 O 1.792 -1.006 4.075  H13 0.934, H14 0.955
13 H 2.424 -1.582 4.450  O12 0.934
14 H 2.029 -0.194 4.518  O12 0.955
15 O 1.459 3.611 1.981  H23 0.980, H31 0.991
16 H 3.201 -0.865 -1.297  O39 1.101
17 H -4.696 -2.846 -0.745  O30 0.955
18 O 1.899 1.468 -4.122  H19 0.974, H43 0.924
19 H 1.555 1.123 -4.965  O18 0.974
20 H -1.791 4.985 -1.479  O3 1.068
21 O -0.730 -3.376 2.511  H22 1.061, H41 1.020
22 H -0.698 -4.077 1.715  O21 1.061
23 H 1.797 4.242 1.311  O15 0.980
24 O -0.113 1.564 -1.527  H10 0.977, H25 1.071, H34 1.035
25 H 0.080 1.544 -0.474  O24 1.071
26 H 0.002 2.388 1.525  O1 0.991
27 O -0.266 -1.604 1.050  H2 1.043, H40 0.965
28 H -1.528 -1.653 -3.940  O36 0.947
29 H 3.677 0.048 3.109  O6 1.029
30 O -4.709 -2.053 -0.212  H7 0.929, H17 0.955
31 H 1.655 4.273 2.692  O15 0.991
32 H 0.947 -3.697 -1.690  O33 1.013
33 O 0.235 -2.980 -1.758  H32 1.013, H35 1.053
34 H -0.808 2.306 -1.341  O24 1.035
35 H -0.694 -3.384 -1.472  O33 1.053
36 O -1.607 -0.754 -3.652  H28 0.947, H38 0.906
37 H -2.198 3.531 -1.206  O3 0.962
38 H -0.782 -0.791 -3.278  O36 0.906
39 O 2.122 -0.961 -1.100  H5 0.905, H16 1.101
40 H 0.151 -1.541 1.918  O27 0.965
41 H -0.885 -3.981 3.317  O21 1.020
42 H -0.354 0.877 1.259  O1 0.884
43 H 1.345 1.011 -3.541  O18 0.924

Computed properties:
E_LUMO: -0.1040 Eh
Total charge: +1
Frontier orbital gap: 10.4 eV



Quick ranking, most stable first: #b, #a.



#a
DFT (the ωB97M-V functional and the def2-TZVPD basis) results for an isolated ion of composition C5H12N and charge +1.

Last columns: bonded neighbours and bond lengths (Å).
Geometry (Å):
1 C -1.742 1.470 0.577  C2 1.512, H7 1.130, H8 1.159, H9 1.058
2 C -0.375 1.131 1.126  C1 1.512, C3 1.627, H10 1.191, H11 1.113
3 C 0.840 1.127 0.043  C2 1.627, C4 1.486, H12 1.098, H13 1.159
4 C 0.358 -0.030 -0.756  C3 1.486, C5 1.327, H14 0.964
5 C 0.955 -1.178 -0.467  C4 1.327, N6 1.451, H15 1.060
6 N 0.718 -2.470 -1.084  C5 1.451, H16 1.079, H17 1.068, H18 1.099
7 H -2.089 0.621 -0.083  C1 1.130
8 H -2.490 1.551 1.458  C1 1.159
9 H -1.666 2.364 0.015  C1 1.058
10 H -0.151 1.951 1.960  C2 1.191
11 H -0.419 0.116 1.580  C2 1.113
12 H 1.102 2.049 -0.494  C3 1.098
13 H 1.815 0.971 0.650  C3 1.159
14 H -0.277 0.160 -1.456  C4 0.964
15 H 1.459 -1.235 0.464  C5 1.060
16 H -0.251 -2.791 -0.734  N6 1.079
17 H 0.748 -2.649 -2.137  N6 1.068
18 H 1.465 -3.157 -0.662  N6 1.099

Computed properties:
SMILES: CCC/C=C/[NH3+]
E_LUMO: -0.1473 Eh
Total charge: +1
Frontier orbital gap: 9.9 eV



#b
DFT (the ωB97M-V functional and the def2-TZVPD basis) results for an isolated ion of composition C5H12N and charge +1.

Last columns: bonded neighbours and bond lengths (Å).
Geometry (Å):
1 C 2.566 -0.897 -0.683  C2 1.383, H7 1.119, H8 1.063
2 C 1.327 -1.114 -0.108  C1 1.383, C3 1.602, H9 1.189
3 C 0.082 -0.548 -0.943  C2 1.602, C4 1.594, H10 1.012, H11 1.202
4 C -0.322 0.951 -0.581  C3 1.594, C5 1.501, H12 1.131, H13 1.134
5 C -0.775 1.010 0.849  C4 1.501, N6 1.599, H14 1.081, H15 1.140
6 N -2.173 0.303 1.171  C5 1.599, H16 1.061, H17 1.026, H18 0.998
7 H 2.736 -0.719 -1.775  C1 1.119
8 H 3.409 -0.575 -0.122  C1 1.063
9 H 1.105 -2.014 0.637  C2 1.189
10 H -0.677 -1.136 -0.623  C3 1.012
11 H 0.283 -0.651 -2.123  C3 1.202
12 H 0.518 1.707 -0.546  C4 1.131
13 H -1.107 1.346 -1.297  C4 1.134
14 H -0.102 0.525 1.542  C5 1.081
15 H -1.191 2.028 1.149  C5 1.140
16 H -2.648 0.785 0.354  N6 1.061
17 H -2.445 0.813 2.018  N6 1.026
18 H -1.940 -0.645 1.381  N6 0.998

Computed properties:
SMILES: C=CCCC[NH3+]
E_LUMO: -0.1415 Eh
Total charge: +1
Frontier orbital gap: 8.4 eV



Quick ranking, most stable first: #a, #b.



#a
DFT (the ωB97M-V functional and the def2-TZVPD basis) results for an isolated ion of composition C5H12N and charge +1.

Last columns: bonded neighbours and bond lengths (Å).
Geometry (Å):
1 C -0.976 1.600 -0.481  C2 1.323, H7 1.065, H8 1.047
2 C 0.084 0.921 -0.072  C1 1.323, C3 1.531, C4 1.734
3 C 1.240 1.673 0.592  C2 1.531, H9 1.164, H10 1.158, H11 1.097
4 C 0.274 -0.802 -0.067  C2 1.734, C5 1.511, N6 1.545, H12 1.047
5 C -0.604 -1.254 1.076  C4 1.511, H13 1.097, H14 1.147, H15 1.023
6 N -0.093 -1.482 -1.405  C4 1.545, H16 1.033, H17 1.042, H18 1.073
7 H -1.811 1.051 -0.849  C1 1.065
8 H -1.140 2.633 -0.463  C1 1.047
9 H 1.056 2.782 0.291  C3 1.164
10 H 2.224 1.151 0.275  C3 1.158
11 H 1.324 1.434 1.659  C3 1.097
12 H 1.263 -0.892 0.265  C4 1.047
13 H -0.455 -0.566 1.917  C5 1.097
14 H -0.199 -2.219 1.543  C5 1.147
15 H -1.587 -1.185 0.802  C5 1.023
16 H -1.083 -1.272 -1.611  N6 1.033
17 H -0.070 -2.521 -1.323  N6 1.042
18 H 0.553 -1.053 -2.147  N6 1.073

Computed properties:
SMILES: C=C(C)[C@@H](C)[NH3+]
E_LUMO: -0.1387 Eh
Total charge: +1
Frontier orbital gap: 9.9 eV



#b
DFT (the ωB97M-V functional and the def2-TZVPD basis) results for an isolated ion of composition C5H12N and charge +1.

Last columns: bonded neighbours and bond lengths (Å).
Geometry (Å):
1 C 0.445 -0.052 -1.521  C2 1.345, H7 1.090, H8 1.089
2 C -0.533 -0.412 -0.670  C1 1.345, C3 1.505, C4 1.535
3 C -1.757 -1.184 -1.084  C2 1.505, H9 1.091, H10 1.086, H11 1.089
4 C -0.051 -0.618 0.772  C2 1.535, C5 1.512, H12 1.089, H13 1.101
5 C 0.220 0.703 1.457  C4 1.512, N6 1.522, H14 1.090, H15 1.084
6 N 1.424 1.407 0.848  C5 1.522, H16 1.022, H17 1.027, H18 1.018
7 H 0.179 0.406 -2.473  C1 1.090
8 H 1.495 -0.337 -1.544  C1 1.089
9 H -2.419 -0.629 -1.750  C3 1.091
10 H -1.437 -2.086 -1.598  C3 1.086
11 H -2.339 -1.512 -0.224  C3 1.089
12 H -0.749 -1.225 1.347  C4 1.089
13 H 0.858 -1.239 0.771  C4 1.101
14 H -0.603 1.374 1.209  C5 1.090
15 H 0.340 0.740 2.534  C5 1.084
16 H 2.070 0.682 0.532  N6 1.022
17 H 1.111 1.810 -0.044  N6 1.027
18 H 1.746 2.171 1.438  N6 1.018

Computed properties:
SMILES: C=C(C)CC[NH3+]
E_LUMO: -0.1249 Eh
Total charge: +1
Frontier orbital gap: 9.7 eV



Quick ranking, most stable first: #b, #a.